[1]
C34H30BrF4IrN3P | the ωB97M-V functional and the def2-TZVPD basis

Positions of all 74 atoms, in Å:
Ir (0.03740, -0.85423, -0.88937)
C (0.14293, -3.57173, 1.33511)
H (5.07078, 2.72787, -2.30745)
C (1.53075, -1.00801, -3.67678)
C (-2.44429, 3.53144, -2.98820)
C (1.40702, 0.69814, 3.47292)
C (1.75008, 2.99245, -1.71748)
H (-4.35194, 0.83296, -2.21516)
C (3.07352, 3.37013, -1.84525)
C (-1.19587, 3.02265, -2.71686)
C (-3.73142, -0.20653, 3.12112)
F (0.20261, -6.27922, 3.69742)
H (4.45511, 0.36946, -2.56624)
H (1.04055, -1.98214, -3.70292)
C (0.14736, -5.06237, 3.20898)
H (1.01083, 3.71634, -1.40227)
C (-3.58408, 2.76017, -2.76365)
C (-2.14518, -1.29530, -2.98716)
H (-4.75979, 1.64411, 3.46686)
H (0.55811, 0.58144, 4.13144)
F (-0.21681, -1.71234, 4.39202)
C (1.38558, 0.17741, 2.17797)
C (2.37211, 0.69796, -2.15895)
C (0.20896, -4.85349, 1.84111)
H (4.47937, 2.12629, 3.42384)
C (2.95930, -1.66170, -1.83686)
C (-2.56579, -0.80634, 2.66807)
H (-1.92633, -2.33882, -2.76275)
F (0.31872, -5.90486, 1.04218)
H (-2.90298, 3.04560, 2.62798)
C (4.03896, 2.42838, -2.17580)
C (-1.63990, 1.37381, 2.18237)
H (-2.73268, -1.97135, -0.39743)
H (-2.47533, -1.88798, 2.68898)
C (3.68731, 1.09095, -2.32534)
H (-0.32133, 3.61805, -2.93075)
N (0.09832, 1.14517, -1.78873)
C (-3.04574, -0.98704, -0.74796)
H (-1.43638, -0.91598, -3.71979)
C (-2.22303, 0.91891, -2.04671)
N (1.93579, -0.69157, -2.28539)
H (3.35415, 4.40226, -1.68191)
C (-3.46312, 1.44328, -2.31802)
H (2.40639, -1.03663, -4.32833)
H (-3.09966, -0.30092, 0.09270)
C (-3.85294, 1.17803, 3.10261)
C (2.47039, 0.39753, 1.32755)
C (1.37984, 1.65822, -1.90684)
N (-2.05607, -0.49304, -1.73497)
C (-2.80936, 1.96711, 2.63294)
H (2.53693, 1.79465, 4.91889)
C (-0.05082, -2.70502, 3.52341)
H (-3.15036, -1.22940, -3.40815)
H (-0.82218, 1.99060, 1.82648)
H (3.15981, -1.54009, -0.77429)
C (2.52284, 1.39413, 3.91256)
Br (0.18375, -3.46818, -0.56925)
H (-2.53834, 4.53258, -3.38573)
H (-4.54228, -0.81964, 3.49705)
P (-0.02197, -0.73844, 1.52031)
C (0.02818, -2.45180, 2.16029)
F (-0.07434, -4.16027, 5.35475)
H (-4.03433, -1.09090, -1.19988)
H (0.85204, -0.24109, -4.04456)
H (4.42654, 1.25198, 1.10940)
C (0.00804, -3.97921, 4.05269)
C (3.58625, 1.08875, 1.77380)
H (-4.56619, 3.16558, -2.97437)
C (3.61307, 1.58088, 3.07109)
H (3.89219, -1.55239, -2.38953)
C (-1.05614, 1.72171, -2.17666)
C (-1.51653, -0.01597, 2.20670)
H (2.43394, 0.04319, 0.30313)
H (2.58773, -2.66619, -2.01698)

## Properties
* charge: +2
* ΔE to the lowest compared entry with this formula, charge and spin: 0.000 eV
* Kohn-Sham gap (spin up / spin down): 7.9 / 6.6 eV
* total energy: -4896.42952 Ha
* 2S+1: 5
* <S²>: 6.053

These are the Mulliken partial charges, in e, on atoms 1 to 2: 2.632 0.067



[2]
C5H10N2O | the ωB97M-V functional and the def2-TZVPD basis

Positions of all 18 atoms, in Å:
H (2.10296, 0.61069, 0.82912)
H (-1.11537, -2.27525, -0.16207)
O (2.53490, -0.26383, 0.99316)
C (1.55003, -1.32878, 1.07740)
H (-2.57106, -0.11107, -0.86315)
C (0.49890, -1.06117, 0.10517)
C (-0.30365, 1.70672, 0.63414)
H (-0.12367, 0.81369, -2.44244)
H (-1.17253, 2.52203, 0.49037)
H (0.84892, -1.23295, 1.94286)
H (2.13644, -2.26204, 0.95876)
N (0.25629, 1.23008, -0.59864)
H (0.42146, 2.30219, 1.13568)
H (-1.67986, -0.78569, -2.21375)
C (-0.67280, -1.33652, -0.36933)
C (-1.43840, -0.29557, -1.27421)
N (-0.58440, 0.83922, -1.52517)
H (-0.68816, 0.92825, 1.28212)

## Properties
* charge: 0
* ΔE to the lowest compared entry with this formula, charge and spin: 6.357 eV
* Kohn-Sham gap (spin up / spin down): 8.1 / 8.4 eV
* total energy: -381.05182 Ha

These are the Mulliken partial charges, in e, on atoms 1 to 2: 0.337 0.459



[3]
C9H10N2SV | the ωB97M-V functional and the def2-TZVPD basis

Positions of all 23 atoms, in Å:
C (2.32540, -2.89993, -1.05721)
C (-3.02356, 0.41165, 0.85891)
C (1.34453, 0.65579, 1.18621)
N (-0.74622, 0.96045, -1.88453)
H (-1.18664, 1.00870, -2.79682)
C (0.78472, 2.43564, -0.19451)
N (-3.83723, 1.25267, 1.02123)
H (-1.09917, 2.97827, 0.93506)
H (0.89401, -2.99560, 0.51087)
H (2.50501, -2.18705, 0.94296)
C (1.75106, 1.39037, 0.02527)
C (-0.24710, 2.31443, 0.80367)
C (1.88932, -2.67066, 0.17377)
H (0.84201, 3.20237, -0.96181)
H (1.88445, -0.16583, 1.64063)
H (1.91040, -2.21069, -3.01509)
H (2.67263, 1.23777, -0.52863)
C (0.12134, 1.23400, 1.67613)
V (-0.18624, 0.53138, -0.34269)
H (-0.38184, 0.94799, 2.59321)
H (3.03802, -3.68393, -2.89602)
C (2.42609, -2.93534, -2.37375)
S (-1.91449, -0.82200, 0.64064)

## Properties
* charge: 0
* ΔE to the lowest compared entry with this formula, charge and spin: 0.000 eV
* Kohn-Sham gap (spin up / spin down): 7.2 / 7.8 eV
* total energy: -1800.51052 Ha
* 2S+1: 2
* <S²>: 0.910

These are the Mulliken partial charges, in e, on atoms 1 to 2: 0.429 0.447



> Which of these has the highest ΔE to the lowest compared entry with this formula, charge and spin?

C5H10N2O